(1)
# C2H2N2S

An isolated molecule of C2H2N2S in a non-equilibrium geometry (ωB97M-V with the def2-TZVPD basis set, OMol25).

The geometry in XYZ format:
```
7
Properties=species:S:1:pos:R:3:forces:R:3:lowdin_charge:R:1
S 2.038 -0.989 0.001 -2.0928 1.1321 -0.2743 0.643
N -1.667 -1.438 0.126 -2.4139 -1.4644 0.1802 0.205
N 0.099 1.029 -0.049 -0.8066 -2.2487 -0.6604 0.085
C 0.487 -0.327 -0.156 4.0960 2.5955 0.8518 -0.854
C -0.632 -1.134 -0.217 -0.1238 0.0263 -0.2145 -0.298
H -0.920 1.130 -0.195 1.1409 0.3954 0.4615 0.111
H 0.595 1.729 0.491 0.2003 -0.4362 -0.3443 0.107
```
Positions in Å, forces in eV/Å.

Properties
relative energy (zero: lowest compared OMol25 entry of this formula, charge and spin)	21.9	kcal per mole
frontier orbital gap	8.3	eV
HOMO energy	-9.4	eV
SMILES	N#CC(N)=S



(2)
# C6H8KMgO6

A structure of composition C6H8KMgO6 in a non-equilibrium geometry (ωB97M-V with the def2-TZVPD basis set, OMol25).

The geometry in XYZ format:
```
22
Properties=species:S:1:pos:R:3:forces:R:3:lowdin_charge:R:1
K -1.284 0.780 2.609 -0.1084 0.2033 2.1062 0.992
Mg 0.230 2.270 -0.034 -0.1848 -0.5121 0.2579 1.040
O -0.746 -1.211 1.452 1.7690 -2.2523 -3.0946 -0.111
O -1.451 1.627 0.482 -0.0392 0.6480 -1.3063 -0.539
O 1.180 1.376 1.600 -1.4632 0.3740 -0.9216 -0.049
O -1.653 -1.153 -0.571 2.1244 -1.1719 -0.7008 -0.027
O 2.903 0.490 0.583 1.3272 -0.7025 -0.1681 0.053
O 1.008 -0.166 -0.373 -1.2645 2.2072 1.5384 -0.170
C -2.504 1.141 -0.301 -0.0816 0.1825 -0.5186 -0.306
C 3.211 -0.652 -0.260 0.4356 0.1358 -0.3478 -0.062
C -2.746 -0.347 -0.106 -0.4844 0.2804 0.5399 -0.150
C -0.624 -1.509 0.247 -4.3676 2.3819 3.2946 -0.110
C 1.642 0.445 0.936 1.2695 -1.5647 -1.9667 -0.520
C 1.999 -0.801 -1.190 0.1313 0.2283 1.0251 -0.114
H -3.448 1.662 -0.057 0.1438 -0.1913 -0.0441 0.132
H 1.692 -1.841 -1.330 0.1879 0.1347 -0.0306 0.135
H 3.302 -1.519 0.402 0.2889 0.1399 -0.3084 0.144
H -3.619 -0.653 -0.696 0.3180 -0.0253 0.1071 0.146
H -2.955 -0.566 0.952 0.0633 -0.1504 -0.3134 0.114
H 2.070 -0.296 -2.156 0.0987 0.0360 0.2427 0.134
H 4.119 -0.397 -0.813 -0.0544 -0.2748 0.4207 0.143
H -2.326 1.322 -1.376 -0.1094 -0.1067 0.1884 0.126
```
Positions in Å, forces in eV/Å.

Properties
total charge	+1
relative energy (zero: lowest compared OMol25 entry of this formula, charge and spin)	132.2	kcal per mole
frontier orbital gap (alpha / beta)	8.5 / 5.2	eV
HOMO energy (alpha / beta)	-13.0 / -9.9	eV



(3)
# C12H40N10O8

A cluster of 8 separate species, C12H40N10O8 in total in a non-equilibrium geometry (ωB97M-V with the def2-TZVPD basis set, OMol25).

The geometry in XYZ format:
```
70
Properties=species:S:1:pos:R:3:forces:R:3:lowdin_charge:R:1
O 1.999 2.546 1.778 -3.7727 -9.8013 0.3351 -0.064
O -2.418 -1.187 -2.331 3.2875 -7.3280 10.2642 -0.073
O 2.495 -0.793 -0.680 4.1228 1.9545 5.8535 -0.100
O -0.046 0.533 2.531 4.0674 -1.4670 5.5123 -0.139
O -5.316 0.754 -0.593 4.8131 -3.5534 1.4137 -0.128
O -1.919 -2.170 2.527 0.4667 -0.0489 -5.8137 -0.087
O -0.319 2.376 0.115 -0.8446 0.1601 1.0737 -0.120
O 1.610 -3.658 -1.336 -6.6762 2.3141 -2.4640 -0.124
N -0.770 -3.584 -2.019 0.7758 -6.4523 -1.7506 0.101
N 4.318 -1.479 0.532 2.2756 -5.1554 -1.7636 0.161
N 0.282 -0.513 4.724 -3.3696 -0.5715 3.3461 0.130
N 2.006 -0.197 3.444 4.2600 0.5465 -1.4913 0.167
N 3.447 0.404 1.218 -5.6580 1.4697 -2.8424 0.141
N -2.981 0.415 -0.258 1.5891 1.3621 0.0326 0.134
N -2.127 -3.031 0.354 -0.5150 -2.3905 -0.5287 0.129
N -4.351 -1.356 -0.149 2.3872 -2.8093 0.7822 0.140
N 0.274 -1.754 -1.614 3.3794 3.2574 -0.0320 0.107
N -1.017 -1.080 0.670 0.9907 0.3840 -0.6278 0.128
C -1.697 -2.111 1.200 1.3751 1.6290 7.4140 -0.612
C 0.040 1.865 -1.117 -0.0434 2.5904 -1.6610 -0.169
C -3.772 -0.989 -3.988 -0.4092 0.7215 -2.1081 -0.026
C 0.749 -0.007 3.567 -6.2661 1.1482 -3.7131 -0.537
C 2.933 4.157 3.057 -0.1099 -0.7973 0.2951 -0.035
C 0.421 -3.034 -1.727 5.0333 -2.9213 2.4856 -0.578
C 3.622 3.777 0.691 0.1246 0.9651 0.4518 -0.016
C 3.348 -0.638 0.401 -3.4649 -0.6899 -6.6915 -0.535
C -2.527 -0.469 -3.309 -3.0242 5.2349 -8.4992 -0.682
C 2.463 3.685 1.686 2.8410 9.4431 0.3482 -0.625
C -1.359 -0.538 -4.250 1.3916 0.6475 -1.4829 -0.031
C -4.251 -0.038 -0.298 -5.7374 4.7022 -1.4238 -0.612
H 4.173 4.729 0.706 -0.7191 0.0374 0.1106 0.094
H -2.741 0.536 -2.935 0.1487 0.7732 -0.7644 0.152
H -0.379 -1.313 -2.221 -0.4316 0.3792 -0.3294 0.055
H -0.499 -4.617 -2.262 -1.6971 2.2886 0.5155 0.177
H -0.724 -0.326 1.317 0.0298 -0.7212 0.0925 0.061
H 1.219 -1.325 -1.411 -1.2189 0.1011 -0.1247 0.073
H 2.563 0.100 2.588 -1.2470 -0.5187 1.3158 0.071
H 1.114 2.020 -1.258 0.0500 -0.3119 -0.3822 0.078
H -2.843 -0.756 -1.571 0.2704 -0.2529 -0.1068 0.048
H -2.238 -0.264 -0.013 -0.6755 0.6814 0.3868 0.026
H -1.671 -3.190 -2.352 1.4438 0.2719 -0.1039 0.120
H -3.630 -1.733 -4.788 0.2383 -0.0384 0.5047 0.092
H 2.741 1.158 0.955 1.6406 -0.7459 1.1049 0.134
H 4.899 -1.467 1.368 -0.1380 -0.3116 -0.6235 0.119
H -0.209 0.834 -1.264 -0.3129 -0.6648 -0.2211 0.037
H -2.407 -3.864 0.910 0.3021 0.5939 -1.1226 0.157
H 3.080 5.176 2.911 1.1891 1.9756 0.2894 0.058
H -4.176 -0.137 -4.459 -1.0630 0.9682 -1.0992 0.066
H 2.128 4.138 3.778 -0.5479 -0.3559 0.2543 0.080
H -0.972 -1.578 -4.163 0.1195 0.6512 -0.2434 0.085
H -0.584 0.229 -3.972 -0.3559 -0.9597 -0.2228 0.089
H 3.235 3.636 -0.280 -0.2671 -0.2305 -1.3702 0.064
H -0.504 2.583 -1.829 0.7722 -1.5687 0.3601 0.119
H -3.406 -1.973 0.066 -3.4726 1.5112 -0.7591 0.111
H -5.199 -1.877 -0.346 0.2044 0.7280 0.1019 0.117
H -4.502 -1.304 -3.280 -0.4338 -0.4052 0.6425 0.073
H 1.585 4.371 1.412 1.4132 0.1183 -0.2394 0.174
H -1.601 -3.120 -0.552 -0.7451 -0.5622 1.4831 0.072
H 0.348 2.113 0.744 0.0749 -0.2792 0.5675 0.018
H -0.520 -1.142 -0.269 -0.7445 -0.4658 1.7177 0.079
H 0.824 -1.084 5.437 -0.4903 1.2351 -1.9755 0.137
H -0.740 -0.450 5.087 2.4647 0.1430 -1.8482 0.167
H 4.238 0.539 1.710 3.0196 1.0380 1.5870 0.082
H 2.508 -0.382 4.292 0.2904 -0.1737 -0.0235 0.113
H -2.595 1.383 -0.153 -1.5626 -1.0828 -0.2006 0.142
H -1.576 -0.368 -5.366 -0.0236 -0.1577 1.7755 0.111
H 3.772 3.582 3.506 -0.2453 0.5414 -0.6078 0.102
H 4.383 -2.320 -0.205 -0.3809 2.6226 2.5858 0.212
H 1.340 2.494 2.484 -0.2096 -0.5680 -0.1128 0.123
H 4.430 3.083 0.849 0.0208 -0.8286 0.3712 0.069
```
Positions in Å, forces in eV/Å.

Properties
relative energy (zero: lowest compared OMol25 entry of this formula, charge and spin)	110.9	kcal per mole
frontier orbital gap	8.1	eV
HOMO energy	-8.3	eV
SMILES	NC(N)=O.NC(N)=O.NC(N)=O.NC(N)=O.NC(N)=O.CC(C)O.CC(C)O.CO